1.
The following is a DFT calculation (the ωB97M-V functional and the def2-TZVPD basis) of a single C4H8O2 molecule.

Structure (XYZ):
```
14
Properties=species:S:1:pos:R:3:forces:R:3:mulliken_charge:R:1
O 0.62949 0.90165 1.63292 -0.2699 -0.1470 0.2692 -0.58
O -1.39618 -1.05109 -0.93630 -0.0807 0.3181 0.1092 -0.56
C 0.21495 0.89164 -1.03895 -0.0592 0.0494 -0.1998 -1.35
C -0.31396 -0.34874 -0.37586 0.3629 0.3396 0.2920 0.97
C -0.12409 -0.19235 1.13676 -0.1370 -0.2693 0.1993 -0.28
C 0.65101 -1.22191 0.34452 0.1179 -0.0319 0.0697 -0.79
H 0.07779 1.69558 1.72339 0.0116 -0.4836 -0.0350 0.33
H -0.61961 1.56941 -1.25521 0.0890 -0.0444 -0.1906 0.40
H 0.81431 1.36830 -0.25574 0.0974 0.1164 -0.7860 0.38
H 0.82740 0.73376 -1.92794 -0.1756 -0.0870 -0.0575 0.31
H 0.34468 -2.25730 0.48421 0.0163 0.2558 -0.0326 0.27
H 1.70867 -1.08839 0.13193 -0.1137 0.1178 0.2828 0.23
H -0.88702 -0.53098 1.83102 0.0075 -0.2039 -0.1687 0.37
H -1.92747 -0.46959 -1.49473 0.1335 0.0701 0.2482 0.32
```
Positions in Å, forces in eV/Å.

**SMILES**: C[C@@]1(O)C[C@H]1O
**Highest occupied orbital energy**: -9.0 eV
**Energy**: -8371.0986 eV
**Max |F|**: 0.801 eV/Å
**Lowest unoccupied orbital energy**: 0.77 eV

2.
The following is a DFT calculation (the ωB97M-V functional and the def2-TZVPD basis) of a molecular structure, C2H4ClN2.

Structure (XYZ):
```
9
Properties=species:S:1:pos:R:3:forces:R:3:mulliken_charge:R:1
Cl 0.39187 -0.56121 -1.85361 1.4436 -1.5623 1.0617 0.06
N -0.79741 1.19004 -0.28961 0.1995 0.6614 -0.6034 0.27
N -0.66554 1.17778 -1.40779 -1.6841 2.3153 0.4022 0.00
C -0.51796 0.40125 0.82034 3.6967 -1.3789 -3.3060 -0.35
C 0.78205 -0.74430 -0.12975 -1.9725 -0.2570 0.7501 -0.38
H 1.79132 -0.34543 0.07068 -0.6295 -0.5145 0.0468 0.37
H -1.33676 -0.17634 0.96276 -2.5521 -1.9001 0.8342 0.34
H 0.48508 -1.81335 0.15479 0.8040 1.7952 -0.1281 0.37
H -0.13264 0.87156 1.67220 0.6945 0.8408 0.9424 0.32
```
Positions in Å, forces in eV/Å.

**Charge**: +1
**Highest occupied orbital energy**: -16.9 eV
**Energy**: -17630.4267 eV
**Max |F|**: 5.147 eV/Å
**Lowest unoccupied orbital energy**: -5.41 eV

3.
The following is a DFT calculation (the ωB97M-V functional and the def2-TZVPD basis) of a molecular structure, C39H35BrN8O7STa.

Structure (XYZ):
```
92
Properties=species:S:1:pos:R:3:forces:R:3:mulliken_charge:R:1
Ta 9.55526 11.67878 16.55379 -0.4306 -0.7020 -0.4270 3.17
Br 10.73658 11.72072 12.58470 0.6662 -0.9929 0.3745 -0.05
S 7.41442 11.28843 13.83070 0.8238 0.1164 -0.0356 0.49
O 12.49406 10.74241 20.78806 0.4135 1.2119 -0.4350 -0.57
O 10.65996 11.30479 17.96584 -0.1818 -0.1192 0.1594 -0.44
O 8.34630 18.72111 12.41098 0.4836 1.3914 -0.5203 -0.53
O 7.07459 17.13998 13.13753 0.8505 0.7103 0.0622 -0.58
O 8.99287 13.25701 15.30390 0.2731 0.2969 -0.1204 -0.70
O 10.97235 13.40252 16.12597 -0.1774 -0.9317 0.6640 -0.45
O 8.38306 10.78045 14.93861 0.7054 0.5331 0.6599 -0.52
N 9.11647 15.27752 19.30511 1.1105 0.3151 0.5547 0.15
N 11.47324 10.72634 15.69557 -0.0488 0.6159 1.1835 0.14
N 6.85386 12.18306 18.27326 -0.1566 -0.1765 -0.2834 -1.42
N 8.85001 13.37850 18.02628 -0.8500 -1.1872 -0.7073 -0.34
N 8.15174 17.76292 13.08268 -3.3786 -1.5689 -0.9986 0.95
N 9.08708 9.12444 16.59629 0.5969 2.0806 0.4356 0.11
N 7.57800 11.18163 17.61640 1.9421 3.7892 0.0174 0.92
N 12.46846 10.67002 16.74088 0.8101 -0.0932 -0.6047 -0.49
C 13.89105 14.10297 20.22917 1.5571 0.2676 -0.4726 -0.59
C 10.16907 15.37505 15.06573 -0.5348 -0.2113 -0.1413 0.28
C 11.28882 17.45539 14.97199 2.0817 0.4048 -0.2403 -0.95
C 5.01255 15.82550 19.82696 0.0371 -0.8763 -0.2642 -0.45
C 13.93569 14.18896 18.82019 -0.8389 1.3801 -0.1618 -0.99
C 11.67878 10.15683 13.29237 -0.3221 0.4699 -1.1321 0.66
C 7.81274 6.77018 16.05843 0.0284 -1.2240 -0.4150 -0.57
C 9.11562 6.96809 15.64202 0.2229 0.9073 0.2880 -1.18
C 13.28887 13.21614 18.08836 -0.3727 -2.0505 1.7744 -0.14
C 9.61659 14.28482 18.55878 0.9371 0.4886 1.3278 -0.44
C 5.89161 16.92344 19.94890 -3.4060 -0.0740 -0.1072 -0.60
C 6.88075 14.41475 19.19115 1.0552 -0.3853 -0.7659 0.87
C 14.28764 8.35725 9.62098 0.9413 -0.2775 -1.2041 -0.58
C 5.82439 10.89247 14.56778 0.2436 0.5766 -0.1660 -0.88
C 13.81948 8.40396 10.89334 2.5706 -1.2783 0.4693 -0.67
C 10.06076 13.97810 15.48137 -0.3422 0.7336 -0.0715 0.48
C 13.63353 9.05551 8.61590 0.0647 -0.1338 -0.3943 -0.43
C 9.09913 15.88813 14.32581 -0.7554 0.3908 -0.8385 -0.13
C 12.91583 11.91885 20.15333 -0.3879 -0.7634 0.6107 1.03
C 12.77772 12.04269 18.75544 0.9419 0.9688 0.8372 -0.19
C 12.37408 9.61466 8.88038 1.4377 -0.8585 1.0986 -0.90
C 7.73980 15.48818 19.44634 -1.7460 0.3714 -0.5124 -0.03
C 12.44109 9.25608 12.56766 -0.2451 -0.3398 1.2171 -0.31
C 7.12932 7.74490 16.74069 -0.3066 1.3323 1.2460 -0.90
C 7.05432 10.06197 17.55282 -1.4335 -2.6739 0.8713 -0.43
C 10.31069 17.94182 14.14658 -1.4693 0.2234 -0.5292 -0.46
C 9.19373 17.19218 13.81108 2.4771 -1.7380 2.6420 -0.22
C 13.44176 12.97949 20.88763 0.1599 0.3469 1.4183 -0.67
C 9.74878 8.17220 15.95168 -3.9552 -1.3644 1.0304 -0.46
C 12.06044 10.93155 18.09245 -1.1244 -0.3613 0.2103 -0.38
C 11.93276 10.08836 14.66108 -0.1337 0.1547 0.1744 -1.42
C 7.51323 13.27492 18.46561 -0.3561 0.0359 0.5992 -0.16
C 5.51495 14.56733 19.45038 -2.0581 0.0523 -0.0135 -0.34
C 12.68410 9.09291 11.19165 -0.7841 -0.1540 1.2555 1.02
C 7.82483 8.96426 16.97671 -1.7195 -2.2050 -0.6021 1.15
C 7.18194 16.77055 19.71853 4.6842 -1.1978 0.5118 -0.78
C 7.67971 9.98347 12.62634 -0.9090 0.1379 0.4953 -0.71
C 11.89719 9.57116 10.17663 -1.7328 1.0750 -1.4024 0.00
C 11.29003 16.16858 15.41855 -1.2762 -1.3231 0.0003 -0.41
H 12.11762 10.04643 18.74554 -0.3430 0.1830 -0.4819 0.60
H 10.85898 9.87953 10.37474 0.7225 0.1466 -0.0558 0.30
H 10.72174 14.13987 18.46381 -0.9564 0.4922 0.1247 0.39
H 5.05116 11.32296 13.91802 0.0274 -0.5697 0.1174 0.51
H 6.03360 9.90436 18.01598 1.2073 0.0560 -0.6354 0.34
H 8.16772 15.32556 14.09721 1.0057 0.2727 0.2882 0.58
H 13.17939 13.20808 17.03736 0.1113 0.5416 -0.9591 0.39
H 5.45523 17.89304 20.13872 0.1576 0.1134 0.1709 0.46
H 6.10656 7.60270 17.19054 1.1960 0.0757 -0.7879 0.46
H 9.67590 6.21817 15.12027 0.0411 -0.3689 -0.1202 0.54
H 8.67645 9.93981 12.25192 0.9549 0.3469 0.3950 0.10
H 7.11899 10.26153 11.76117 -0.9716 -0.1548 -0.5494 0.48
H 9.69435 15.76717 20.01996 -0.1526 -0.4040 -1.2940 0.42
H 14.45238 14.85822 20.79320 -0.6028 -0.1595 -0.1105 0.43
H 4.74578 13.74244 19.32121 1.4409 0.9542 0.0011 0.37
H 7.38563 5.79384 15.86252 -0.2814 0.1179 0.0499 0.49
H 10.72993 8.26029 15.77156 3.3523 0.7996 -0.6946 1.11
H 12.74119 9.39991 14.78538 0.4904 -0.2105 1.0567 0.61
H 13.20340 11.34806 16.56688 -0.0981 -0.2072 -0.7589 0.50
H 5.76379 11.39316 15.54198 0.2162 0.2423 -0.3581 0.23
H 12.72760 10.74309 21.74022 -0.0760 0.2006 -0.7840 0.35
H 3.91836 15.95709 19.95221 0.9705 -0.1126 0.0535 0.38
H 12.05241 15.72645 16.05103 0.1294 0.2251 -0.2175 0.62
H 15.20202 7.79026 9.41727 -0.3293 0.3953 -0.0530 0.39
H 12.19886 18.04239 15.08856 -0.3876 0.1476 0.3890 0.40
H 11.85281 10.05826 8.09783 -1.0639 0.6441 -1.1059 0.51
H 7.93382 17.54605 19.87930 -0.4985 0.2054 -0.1671 0.42
H 14.29847 15.13199 18.32315 -0.1567 -1.2781 0.6247 0.36
H 14.11534 9.11266 7.62947 -0.5345 0.0000 0.3965 0.40
H 7.40864 9.04257 13.08719 -0.2699 -0.2166 -0.1349 0.31
H 13.54406 12.97044 22.02064 -0.2504 -0.3031 -1.6303 0.26
H 10.30088 18.94397 13.78755 0.4249 0.6714 -0.2461 0.55
H 5.81408 9.83334 14.75956 -0.4543 -0.4866 -0.3118 0.31
H 13.03470 8.51888 13.20212 -0.7758 1.1543 -0.7731 0.24
H 14.50215 7.93774 11.63128 -0.9281 0.3687 -0.0606 0.25
```
Positions in Å, forces in eV/Å.

**Charge**: +3
**Highest occupied orbital energy**: -15.5 eV
**Energy**: -149667.4091 eV
**Max |F|**: 4.862 eV/Å
**Lowest unoccupied orbital energy**: -9.08 eV

Which value of lowest unoccupied orbital energy does entry 3 give?
-9.08 eV